DFT (ωB97M-V/def2-TZVPD) results for an isolated ion of composition C23H30F3OSi and charge +1 at a distorted geometry.

## Properties
Net charge: +1
E_tot in eV: -42410.5473
Orbital gap in eV: 7.3
Energy relative to the best compared isomer or geometry (same formula, charge and spin) in kJ/mol: 0.0
Largest force on an atom in eV Å⁻¹: 3.13
E_HOMO in eV: -12.25

Geometry (Å):
1 C 3.274 -3.594 2.535
2 C 2.290 -2.485 2.953
3 C 1.203 -3.078 3.862
4 C 3.059 -1.385 3.700
5 Si 1.524 -1.829 1.328
6 C 2.914 -1.058 0.374
7 C 0.538 -3.202 0.583
8 O 0.221 -0.673 1.539
9 C 0.206 0.616 1.298
10 C 0.194 1.510 2.457
11 C 0.265 1.165 -0.080
12 H 4.082 -3.209 1.896
13 H 3.746 -4.037 3.425
14 H 2.775 -4.408 1.990
15 H 0.485 -2.310 4.175
16 H 0.655 -3.893 3.371
17 H 1.672 -3.488 4.769
18 H 2.396 -0.570 4.018
19 H 3.513 -1.817 4.604
20 H 3.871 -0.963 3.093
21 H 3.554 -1.879 0.017
22 H 2.560 -0.499 -0.501
23 H 3.524 -0.385 0.992
24 H 1.181 -4.040 0.283
25 H -0.226 -3.576 1.278
26 H 0.022 -2.827 -0.310
27 H -0.057 2.491 2.070
28 H -0.543 1.180 3.208
29 H 1.175 1.586 2.980
30 H 1.078 1.913 0.053
31 H 0.657 0.349 -0.718
32 F -0.991 0.256 -7.074
33 C -0.337 1.322 -6.516
34 F 0.974 1.251 -6.893
35 F -0.857 2.449 -7.101
36 C -0.499 1.360 -5.026
37 C 0.631 1.474 -4.221
38 C 0.463 1.632 -2.849
39 C -0.808 1.648 -2.247
40 C -0.889 1.866 -0.726
41 C -2.316 1.736 -0.122
42 C -2.787 2.769 0.696
43 C -4.121 2.794 1.120
44 C -4.992 1.767 0.744
45 C -4.523 0.714 -0.051
46 C -3.179 0.687 -0.463
47 C -1.920 1.552 -3.096
48 C -1.776 1.383 -4.472
49 H 1.630 1.419 -4.649
50 H 1.369 1.746 -2.245
51 H -0.668 2.945 -0.597
52 H -2.107 3.583 0.973
53 H -4.464 3.619 1.755
54 H -6.039 1.799 1.048
55 H -5.194 -0.091 -0.356
56 H -2.825 -0.135 -1.091
57 H -2.925 1.593 -2.682
58 H -2.658 1.257 -5.098

DFT (ωB97M-V/def2-TZVPD) results for C23H30HgN3O3PTe as an isolated structure at a distorted geometry.

## Properties
Net charge: -1
E_tot in eV: -55709.1822
Orbital gap (alpha / beta) in eV: 4.6 / 6.0
Energy relative to the best compared isomer or geometry (same formula, charge and spin) in kJ/mol: 170.6
Largest force on an atom in eV Å⁻¹: 2.67
E_HOMO (alpha / beta) in eV: -2.23 / -3.75
2S+1: 2
⟨S²⟩: 0.767

Geometry (Å):
1 Hg 0.337 -0.680 -0.426
2 C -2.560 -5.325 1.466
3 C -2.173 -5.408 2.807
4 C -1.456 -4.376 3.354
5 C -1.141 -3.236 2.575
6 N -1.503 -3.180 1.270
7 C -2.175 -4.193 0.766
8 C -0.463 -2.087 3.115
9 C 0.107 -2.081 4.405
10 C 0.671 -0.939 4.910
11 C 0.668 0.215 4.119
12 C 0.136 0.123 2.850
13 N -0.398 -0.973 2.332
14 H -3.142 -6.101 0.991
15 H -2.441 -6.273 3.401
16 H -1.171 -4.428 4.394
17 H -2.454 -4.109 -0.277
18 H 0.114 -2.979 5.006
19 H 1.102 -0.926 5.903
20 H 1.073 1.149 4.474
21 H 0.127 0.992 2.209
22 C -1.120 -3.746 -2.716
23 N -1.330 -2.319 -2.690
24 C -2.595 -1.931 -2.103
25 C -1.153 -1.700 -3.983
26 C -0.679 -0.270 -3.863
27 C -0.912 0.583 -4.937
28 C -0.325 1.833 -5.001
29 C 0.503 2.247 -3.975
30 C 0.684 1.426 -2.871
31 C 0.092 0.173 -2.786
32 H -1.899 -4.300 -3.276
33 H -1.074 -4.115 -1.695
34 H -0.152 -3.951 -3.175
35 H -3.459 -2.425 -2.585
36 H -2.709 -0.854 -2.217
37 H -2.600 -2.155 -1.038
38 H -2.070 -1.763 -4.602
39 H -0.367 -2.245 -4.518
40 H -1.557 0.254 -5.744
41 H -0.501 2.474 -5.855
42 H 0.992 3.213 -4.018
43 H 1.310 1.789 -2.065
44 C 4.295 4.627 -1.303
45 C 3.703 3.924 -0.089
46 O 2.346 3.641 -0.320
47 P 1.577 2.500 0.587
48 O 0.195 2.455 0.084
49 Te 2.958 0.575 0.786
50 O 1.647 3.225 2.083
51 C 0.810 4.348 2.266
52 C -0.562 3.949 2.794
53 H 5.372 4.717 -1.177
54 H 3.863 5.619 -1.422
55 H 4.089 4.051 -2.203
56 H 3.803 4.556 0.805
57 H 4.241 2.981 0.104
58 H 0.693 4.893 1.320
59 H 1.319 5.005 2.987
60 H -1.032 3.275 2.083
61 H -1.192 4.828 2.935
62 H -0.463 3.428 3.744

DFT (ωB97M-V/def2-TZVPD) results for C23H30N4O3 in the gas phase.

## Properties
SMILES: C=CCOc1ccccc1CN1CCC(n2nccc2NC(=O)[C@H]2CCOC2)CC1
E_tot in eV: -36439.8526
Orbital gap in eV: 8.7
Energy relative to the best compared isomer or geometry (same formula, charge and spin) in kJ/mol: 357.4
Largest force on an atom in eV Å⁻¹: 0.81
E_HOMO in eV: -8.07

Geometry (Å):
1 C -2.997 6.026 1.777
2 C -2.759 4.760 2.061
3 C -1.967 3.830 1.187
4 O -1.286 2.823 1.903
5 C -0.204 3.157 2.668
6 C 0.239 4.459 2.869
7 C 1.358 4.702 3.647
8 C 2.045 3.657 4.234
9 C 1.600 2.360 4.041
10 C 0.482 2.092 3.269
11 C 0.038 0.669 3.060
12 N 1.030 -0.061 2.275
13 C 0.777 -1.483 2.207
14 C -0.399 -1.865 1.296
15 H -1.331 -1.453 1.684
16 H -0.498 -2.952 1.255
17 C -0.164 -1.300 -0.106
18 N -1.309 -1.577 -0.943
19 C -1.356 -2.197 -2.143
20 C -2.685 -2.264 -2.517
21 C -3.366 -1.639 -1.469
22 N -2.527 -1.231 -0.537
23 H -4.419 -1.472 -1.361
24 H -3.089 -2.696 -3.409
25 N -0.231 -2.690 -2.811
26 C 0.831 -1.934 -3.204
27 O 0.987 -0.769 -2.915
28 C 1.840 -2.723 -4.032
29 H 2.623 -2.032 -4.345
30 C 1.151 -3.397 -5.233
31 H 0.301 -2.838 -5.625
32 O 0.680 -4.629 -4.732
33 C 1.735 -5.145 -3.944
34 H 1.308 -5.869 -3.248
35 H 2.462 -5.656 -4.589
36 C 2.392 -3.933 -3.251
37 H 3.477 -3.985 -3.315
38 H 2.114 -3.881 -2.199
39 H 1.877 -3.565 -6.040
40 H -0.355 -3.579 -3.286
41 C 0.089 0.206 -0.026
42 C 1.241 0.480 0.947
43 H 1.409 1.555 1.035
44 H 2.157 0.027 0.553
45 H -0.821 0.701 0.316
46 H 0.344 0.581 -1.016
47 H 0.704 -1.789 -0.560
48 H 0.600 -1.857 3.218
49 H 1.690 -1.955 1.826
50 H -0.960 0.667 2.605
51 H -0.025 0.170 4.033
52 H 2.127 1.530 4.486
53 H 2.919 3.848 4.838
54 H 1.689 5.720 3.791
55 H -0.285 5.291 2.427
56 H -2.658 3.270 0.544
57 H -1.275 4.389 0.542
58 H -3.151 4.303 2.960
59 H -3.593 6.650 2.419
60 H -2.610 6.490 0.884

DFT (ωB97M-V/def2-TZVPD) results for C23H30N4O3S as an isolated structure at a distorted geometry.

## Properties
E_tot in eV: -47257.0989
Orbital gap in eV: 7.8
Energy relative to the best compared isomer or geometry (same formula, charge and spin) in kJ/mol: 2092.8
Largest force on an atom in eV Å⁻¹: 18.16
E_HOMO in eV: -8.07

Geometry (Å):
1 C 1.986 -2.382 -1.432
2 H 1.810 -3.396 -1.867
3 O 0.610 -2.174 -0.977
4 C 0.470 -0.735 -0.435
5 C 1.169 -0.251 0.901
6 N 0.773 0.740 1.621
7 C -0.237 0.601 2.541
8 N -0.746 1.826 2.745
9 N 0.145 2.723 2.253
10 C 0.961 2.041 1.576
11 C 2.221 2.667 0.736
12 C 2.765 2.366 -0.401
13 C 3.682 3.081 -0.737
14 C 4.472 2.390 -2.050
15 C 5.458 3.211 -2.578
16 C 6.144 4.249 -1.797
17 C 5.394 4.774 -0.587
18 C 4.378 4.103 -0.104
19 C 3.585 4.510 0.839
20 C 2.673 3.877 1.515
21 O 1.969 4.587 2.513
22 H 1.355 3.953 2.766
23 H 4.087 5.406 1.366
24 H 5.985 5.544 -0.217
25 H 6.807 4.838 -2.588
26 H 5.939 2.697 -3.434
27 H 3.985 1.665 -2.328
28 H 2.323 1.342 -0.925
29 S -1.014 -0.937 2.802
30 C -2.843 -0.536 2.347
31 H -3.509 -1.148 2.745
32 H -3.024 0.666 2.500
33 C -3.067 -0.666 0.749
34 O -3.115 0.492 0.191
35 N -3.230 -1.797 0.298
36 C -2.992 -3.230 0.846
37 C -2.122 -3.900 0.209
38 H -0.953 -3.597 0.212
39 H -1.711 -4.818 0.954
40 H -2.209 -4.469 -0.674
41 C -4.364 -3.925 1.379
42 H -3.941 -4.769 1.926
43 H -5.004 -3.089 1.746
44 H -4.786 -4.082 0.413
45 H -2.565 -2.744 1.864
46 C -3.817 -2.024 -1.097
47 C -5.073 -1.271 -1.257
48 H -5.478 -1.471 -2.235
49 H -5.799 -1.598 -0.805
50 H -4.726 -0.156 -1.283
51 C -2.636 -1.479 -2.197
52 H -1.696 -1.990 -2.029
53 H -2.637 -0.486 -2.099
54 H -2.954 -1.722 -3.022
55 H -3.875 -3.143 -1.205
56 H 2.486 -0.390 0.680
57 H 1.229 -1.204 1.503
58 H -0.436 -0.630 -0.218
59 H 0.805 -0.092 -1.312
60 H 2.832 -2.505 -0.564
61 H 2.062 -1.543 -2.281

DFT (ωB97M-V/def2-TZVPD) results for a 3-piece molecular cluster, C23H31BrF5INO5 overall at a distorted geometry.

## Properties
Net charge: -1
E_tot in eV: -127812.0547
Orbital gap in eV: 7.2
Largest force on an atom in eV Å⁻¹: 3.77
E_HOMO in eV: -4.68

Geometry (Å):
1 C -3.742 -1.253 2.124
2 C -2.893 -0.379 1.132
3 C -1.297 -0.507 1.282
4 Br -0.980 -1.071 3.202
5 N -0.688 -1.339 0.295
6 C -1.238 -2.686 0.198
7 C -2.394 -2.899 -0.870
8 O -2.513 -1.885 -1.863
9 C 0.732 -1.242 0.112
10 I 1.935 -2.522 1.486
11 C 1.143 -1.817 -1.348
12 O 2.192 -2.471 -1.463
13 O 0.396 -1.662 -2.369
14 C 1.389 0.172 0.201
15 F 2.736 0.014 -0.144
16 F 1.439 0.706 1.498
17 C 0.835 1.250 -0.752
18 C 1.062 1.252 -2.199
19 C 0.536 2.272 -3.069
20 C -0.225 3.387 -2.542
21 C -0.433 3.436 -1.115
22 C -1.189 4.592 -0.400
23 F -2.000 4.148 0.611
24 F -0.211 5.349 0.245
25 F -1.856 5.411 -1.252
26 C 0.073 2.391 -0.260
27 H -3.876 -0.784 3.133
28 H -4.788 -1.285 1.695
29 H -3.426 -2.315 2.219
30 H -3.179 0.686 1.356
31 H -3.231 -0.565 0.088
32 H -0.965 0.560 1.273
33 H -0.471 -3.476 -0.018
34 H -1.673 -3.002 1.189
35 H -3.370 -3.077 -0.332
36 H -2.191 -3.863 -1.418
37 H -3.415 -1.529 -1.843
38 H 1.642 0.424 -2.663
39 H 0.688 2.244 -4.169
40 H -0.658 4.203 -3.152
41 H -0.098 2.413 0.843
42 C -2.174 4.384 4.605
43 C -1.564 3.037 4.952
44 C -2.735 2.097 4.731
45 O -3.541 2.676 3.694
46 C -3.105 4.021 3.461
47 H -1.439 5.142 4.332
48 H -2.753 4.759 5.455
49 H -0.759 2.802 4.250
50 H -1.160 2.984 5.963
51 H -3.355 2.014 5.632
52 H -2.418 1.098 4.433
53 H -2.579 4.043 2.501
54 H -3.971 4.683 3.398
55 C 4.773 -2.674 -3.482
56 C 4.701 -3.633 -4.654
57 C 5.938 -4.490 -4.438
58 O 6.162 -4.541 -3.026
59 C 5.325 -3.561 -2.384
60 H 3.815 -2.224 -3.221
61 H 5.482 -1.868 -3.704
62 H 3.801 -4.249 -4.574
63 H 4.690 -3.139 -5.627
64 H 6.822 -4.037 -4.904
65 H 5.821 -5.504 -4.827
66 H 4.522 -4.091 -1.864
67 H 5.908 -3.005 -1.647

DFT (ωB97M-V/def2-TZVPD) results for C23H31F5MoN3O12P3S4 as an isolated structure at a distorted geometry.

## Properties
Net charge: -1
E_tot in eV: -140057.4722
Orbital gap (alpha / beta) in eV: 7.8 / 8.0
Energy relative to the best compared isomer or geometry (same formula, charge and spin) in kJ/mol: 43.2
Largest force on an atom in eV Å⁻¹: 1.23
E_HOMO (alpha / beta) in eV: -5.52 / -5.75
2S+1: 4
⟨S²⟩: 3.771

Geometry (Å):
1 Mo -0.176 1.131 -0.055
2 C 5.145 1.024 -1.157
3 C 4.401 1.486 0.074
4 O 3.835 2.799 -0.161
5 P 2.248 2.925 -0.298
6 S 1.368 2.588 1.449
7 S 1.527 1.802 -1.771
8 O 2.117 4.441 -0.773
9 C 2.365 5.523 0.146
10 C 1.056 6.169 0.542
11 H 5.676 0.096 -0.941
12 H 5.868 1.778 -1.471
13 H 4.449 0.842 -1.975
14 H 5.063 1.591 0.933
15 H 3.604 0.787 0.337
16 H 3.006 6.223 -0.391
17 H 2.910 5.159 1.019
18 H 0.535 6.544 -0.340
19 H 1.241 7.002 1.222
20 H 0.416 5.444 1.044
21 C 3.260 -1.226 3.007
22 C 1.900 -1.886 2.851
23 O 2.033 -3.279 3.134
24 P 1.339 -1.704 1.118
25 O 2.298 -2.694 0.366
26 O -0.091 -2.395 1.021
27 O 1.409 -0.328 0.539
28 P 0.681 -1.083 4.000
29 O -0.382 -2.316 4.226
30 O 1.312 -0.748 5.293
31 O -0.023 -0.065 3.151
32 H 3.990 -1.700 2.349
33 H 3.578 -1.319 4.045
34 H 3.186 -0.164 2.764
35 H 1.139 -3.643 3.167
36 H 2.291 -2.606 -0.609
37 H -0.831 -1.804 1.239
38 H -0.201 -2.686 5.098
39 C -3.189 0.778 3.244
40 C -3.110 0.680 1.736
41 O -1.819 0.215 1.301
42 H -4.188 1.107 3.535
43 H -2.460 1.493 3.622
44 H -2.987 -0.188 3.708
45 H -3.313 1.646 1.274
46 H -3.842 -0.034 1.352
47 H -1.207 0.197 2.107
48 F -1.306 2.764 -2.787
49 C -1.666 3.421 -1.672
50 C -1.391 2.889 -0.418
51 C -1.834 3.680 0.633
52 F -1.630 3.285 1.911
53 C -2.488 4.891 0.484
54 F -2.884 5.605 1.549
55 C -2.729 5.371 -0.788
56 F -3.359 6.540 -0.964
57 C -2.315 4.628 -1.877
58 F -2.551 5.086 -3.114
59 N -2.530 -7.630 -1.934
60 C -1.805 -6.472 -2.204
61 C -2.061 -5.725 -3.352
62 C -1.306 -4.601 -3.640
63 C -0.291 -4.199 -2.782
64 C -0.018 -4.951 -1.645
65 C -0.770 -6.073 -1.356
66 S 0.678 -2.761 -3.164
67 O 2.042 -3.074 -2.790
68 O 0.408 -2.456 -4.548
69 N 0.216 -1.604 -2.166
70 C -0.945 -0.990 -2.303
71 S -2.174 -1.371 -3.502
72 C -3.265 -0.254 -2.767
73 C -2.661 0.367 -1.746
74 N -1.354 -0.002 -1.485
75 H -3.436 -7.688 -2.367
76 H -2.531 -7.928 -0.973
77 H -2.851 -6.034 -4.027
78 H -1.485 -4.040 -4.545
79 H 0.784 -4.661 -0.983
80 H -0.554 -6.652 -0.466
81 H -4.259 -0.095 -3.145
82 H -3.110 1.132 -1.133